Molecular formula: C35H45F2Zr
Method: DFT, ωB97M-V/def2-TZVPD

Geometry (Å):
C: -0.694 -2.128 -2.254
C: -0.112 -0.961 -1.443
C: -0.979 0.308 -1.190
C: -2.197 0.575 -2.032
C: -0.733 0.799 0.154
C: -1.571 1.771 0.916
C: 0.276 -0.090 0.748
C: 0.717 -0.097 2.165
C: 0.487 -1.183 -0.074
C: 1.330 -2.366 0.208
Zr: 0.792 2.002 -1.132
C: 1.074 -0.880 -2.356
C: -0.160 3.043 -2.798
C: 2.791 3.170 -0.878
C: 3.024 3.894 -2.159
C: 1.863 3.558 0.181
C: 0.838 4.633 0.099
C: 2.154 2.731 1.329
C: 1.633 3.032 2.684
C: 3.267 1.899 1.004
C: 4.075 1.065 1.930
C: 3.597 2.089 -0.361
C: 4.763 1.491 -1.047
H: -1.531 -2.679 -1.869
H: -0.972 -1.745 -3.233
H: 0.117 -2.845 -2.359
H: -2.922 -0.258 -2.049
H: -2.742 1.473 -1.697
H: -1.900 0.722 -3.084
H: -2.202 1.254 1.662
H: -0.957 2.495 1.480
H: -2.255 2.338 0.257
H: 0.463 -1.056 2.645
H: 1.811 0.025 2.223
H: 1.983 2.318 3.444
H: 0.813 -3.046 0.890
H: 1.583 -2.961 -0.683
H: 2.275 -2.072 0.688
H: 1.667 0.108 -2.403
H: 1.849 -1.626 -2.126
H: 0.820 -1.059 -3.415
H: -0.310 4.132 -2.719
H: 0.586 2.885 -3.603
H: -1.103 2.619 -3.176
H: 4.104 4.038 -2.342
H: 2.639 3.323 -3.023
H: 2.555 4.893 -2.171
H: 1.264 5.552 -0.340
H: -0.048 4.361 -0.526
H: 0.472 4.898 1.106
H: 1.952 4.041 3.003
H: 0.535 3.029 2.706
H: 0.240 0.700 2.747
H: 5.130 1.388 1.903
H: 3.736 1.158 2.973
H: 4.071 -0.008 1.664
H: 5.700 1.675 -0.494
H: 4.665 0.399 -1.149
H: 4.893 1.905 -2.054
F: -3.356 -6.460 -0.807
C: -3.531 -5.131 -1.049
C: -4.509 -4.732 -1.956
C: -4.743 -3.350 -2.111
C: -4.029 -2.426 -1.355
C: -2.942 -2.859 -0.533
C: -2.156 -1.856 0.179
C: -1.815 -1.988 1.581
C: -2.491 -1.159 2.540
C: -2.194 -1.292 3.894
C: -1.362 -2.275 4.385
C: -0.766 -3.112 3.436
F: 0.083 -4.087 3.854
C: -1.078 -3.073 2.087
C: -2.812 -4.237 -0.272
H: -5.091 -5.475 -2.487
H: -5.538 -3.018 -2.740
H: -4.355 -1.375 -1.338
H: -2.434 -0.826 -0.107
H: -3.270 -0.447 2.209
H: -2.732 -0.640 4.616
H: -1.194 -2.450 5.445
H: -0.727 -3.873 1.421
H: -2.172 -4.590 0.539

Summary:
energy relative to the best compared isomer or geometry (same formula, charge and spin): 3.807 eV
total energy: -43735.57281 eV
HOMO level: -0.086 hartree
E_LUMO: 2.380 eV
total charge: -1
frontier orbital gap: 4.708 eV


Molecular formula: C31H88ClN13O5P4
Method: DFT, ωB97M-V/def2-TZVPD

Geometry (Å):
C: 1.257 -2.566 -3.296
O: 1.742 -3.883 -3.028
C: 2.658 -3.939 -2.011
Cl: 4.051 -4.998 -2.530
C: 2.073 -4.548 -0.685
N: 0.973 -5.413 -1.058
C: 1.680 -3.366 0.219
C: 1.907 -3.582 1.721
C: 3.277 -4.181 2.065
C: 0.793 -4.379 2.397
H: 0.170 -2.608 -3.308
H: 1.595 -2.267 -4.285
H: 1.523 -1.842 -2.532
H: 3.116 -2.977 -1.803
H: 2.855 -5.180 -0.283
H: 0.091 -4.934 -1.126
H: 0.913 -6.243 -0.494
H: 2.151 -2.427 -0.067
H: 0.606 -3.211 0.081
H: 1.884 -2.598 2.194
H: 3.939 -3.986 1.218
H: 3.758 -3.726 2.923
H: 3.252 -5.266 2.152
H: 0.767 -5.417 2.075
H: -0.181 -3.902 2.297
H: 1.000 -4.363 3.468
C: -1.572 3.815 -1.798
N: -1.215 2.449 -1.480
C: -2.382 1.607 -1.280
P: 0.306 1.711 -1.131
O: 0.284 0.614 -2.160
N: 1.719 2.521 -1.700
C: 1.859 3.934 -2.029
C: 2.587 1.726 -2.573
N: 0.493 2.352 0.481
C: 0.151 1.398 1.540
C: 0.201 3.698 0.909
H: -2.087 4.308 -0.963
H: -2.250 3.850 -2.659
H: -0.720 4.432 -2.069
H: -2.708 1.598 -0.229
H: -2.174 0.577 -1.575
H: -3.220 1.946 -1.892
H: 1.035 4.320 -2.633
H: 2.759 4.099 -2.618
H: 2.001 4.552 -1.139
H: 2.249 1.731 -3.617
H: 2.645 0.695 -2.238
H: 3.604 2.120 -2.533
H: -0.935 1.337 1.705
H: 0.626 1.675 2.484
H: 0.505 0.396 1.283
H: -0.813 3.804 1.318
H: 0.323 4.446 0.133
H: 0.910 3.961 1.699
C: 7.450 -0.280 5.185
N: 7.393 -1.655 4.744
C: 7.303 -2.587 5.856
P: 7.588 -2.375 3.182
O: 6.298 -3.140 3.109
N: 7.325 -1.359 1.814
C: 7.407 0.095 1.761
C: 6.300 -1.827 0.875
N: 9.321 -2.199 3.079
C: 10.059 -3.428 3.383
C: 10.092 -1.046 3.468
H: 8.367 -0.066 5.755
H: 6.602 -0.054 5.842
H: 7.396 0.433 4.370
H: 8.296 -2.908 6.205
H: 6.744 -3.479 5.570
H: 6.774 -2.142 6.700
H: 6.900 0.588 2.594
H: 6.923 0.469 0.860
H: 8.438 0.447 1.680
H: 5.286 -1.549 1.191
H: 6.336 -2.906 0.757
H: 6.489 -1.404 -0.112
H: 10.155 -3.593 4.467
H: 11.061 -3.399 2.950
H: 9.550 -4.297 2.958
H: 10.473 -1.116 4.497
H: 9.560 -0.105 3.376
H: 10.954 -0.975 2.798
C: -6.069 7.221 -4.696
N: -5.926 7.043 -3.268
C: -7.048 6.324 -2.690
P: -4.774 7.672 -2.130
O: -4.315 6.331 -1.603
N: -3.245 8.176 -2.727
C: -2.931 8.535 -4.102
C: -2.100 7.564 -2.053
N: -5.411 9.299 -2.104
C: -6.261 9.582 -0.944
C: -5.848 10.071 -3.240
H: -6.925 7.865 -4.948
H: -6.236 6.256 -5.187
H: -5.188 7.649 -5.165
H: -7.848 7.004 -2.362
H: -6.730 5.739 -1.824
H: -7.473 5.618 -3.405
H: -3.328 7.828 -4.835
H: -1.853 8.543 -4.256
H: -3.246 9.553 -4.344
H: -1.858 6.563 -2.430
H: -2.257 7.495 -0.981
H: -1.229 8.207 -2.197
H: -7.283 9.200 -1.080
H: -6.318 10.657 -0.755
H: -5.848 9.118 -0.044
H: -6.928 9.984 -3.424
H: -5.335 9.828 -4.165
H: -5.627 11.123 -3.038
C: -3.064 -4.851 -0.681
N: -3.330 -5.612 0.517
C: -2.210 -6.461 0.887
P: -4.767 -5.818 1.458
O: -4.233 -5.408 2.801
N: -5.981 -4.601 1.317
C: -6.181 -3.675 0.209
C: -6.367 -3.954 2.574
N: -5.596 -6.882 0.350
C: -5.528 -8.296 0.727
C: -5.657 -6.751 -1.084
H: -2.946 -5.496 -1.565
H: -2.133 -4.280 -0.572
H: -3.836 -4.122 -0.908
H: -2.285 -7.460 0.431
H: -2.162 -6.591 1.970
H: -1.259 -6.020 0.586
H: -5.256 -3.210 -0.139
H: -6.827 -2.853 0.514
H: -6.711 -4.140 -0.626
H: -5.684 -3.144 2.854
H: -6.401 -4.669 3.389
H: -7.375 -3.547 2.479
H: -4.573 -8.756 0.431
H: -6.339 -8.863 0.264
H: -5.632 -8.411 1.809
H: -4.877 -7.332 -1.597
H: -5.594 -5.728 -1.439
H: -6.628 -7.130 -1.417

Summary:
SMILES string: CO[C@H](Cl)[C@H](N)CC(C)C.CN(C)P(=O)(N(C)C)N(C)C.CN(C)P(=O)(N(C)C)N(C)C.CN(C)P(=O)(N(C)C)N(C)C.CN(C)P(=O)(N(C)C)N(C)C
total energy: -112853.55876 eV
HOMO level: -0.284 hartree
E_LUMO: 0.052 eV
frontier orbital gap: 7.780 eV


Molecular formula: C6H11N2
Method: DFT, ωB97M-V/def2-TZVPD

Geometry (Å):
C: 0.074 0.313 -0.928
C: 1.037 -0.163 -0.022
C: -0.387 1.283 -1.679
C: 1.792 -1.302 -0.635
C: 1.275 0.115 1.405
C: -2.431 0.442 0.750
N: -1.953 -0.857 0.442
N: -1.100 -1.133 -0.272
H: -1.192 1.410 -2.360
H: 0.321 2.180 -1.765
H: 1.437 -1.573 -1.657
H: 2.712 -0.757 -0.904
H: 1.927 -2.230 -0.020
H: 1.817 0.953 1.600
H: 0.346 -0.007 2.005
H: 1.895 -0.736 1.759
H: -2.601 0.899 -0.213
H: -1.602 0.901 1.310
H: -3.366 0.261 1.185

Summary:
energy relative to the best compared isomer or geometry (same formula, charge and spin): 3.090 eV
total energy: -9367.06743 eV
HOMO level (spin up / spin down): -0.443 / -0.567 hartree
2S+1: 3
E_LUMO (spin up / spin down): -3.999 / -7.003 eV
total charge: +1
frontier orbital gap (spin up / spin down): 8.063 / 8.438 eV


> total energy of number 3 (C6H11N2)?

-9367.06743 eV


> Which of these has the lowest total energy?

C31H88ClN13O5P4


> The highest total energy belongs to which entry?

C6H11N2


> The highest total energy belongs to which entry?

C6H11N2